2 unconnected molecules or ions with the total composition C6H7O. Source: the OMol25 dataset; level of theory: the ωB97M-V functional and the def2-TZVPD basis.

Element x y z (Å)
1 O 1.15619 -2.05129 -4.20838
2 H 0.38898 -1.61348 -3.59145
3 C -0.12815 -0.13289 2.03659
4 C 0.04109 1.34268 1.63989
5 C 0.04718 1.60383 0.29761
6 C -0.03458 0.60525 -0.65906
7 C -0.23211 -0.80867 -0.39957
8 C -0.30218 -1.06698 1.11840
9 H -0.02496 -0.36929 3.19796
10 H 0.10774 2.21256 2.35156
11 H 0.24189 2.68325 0.01410
12 H 0.23356 1.09443 -1.74721
13 H -0.73751 -1.46145 -1.35768
14 H -0.75716 -2.03796 1.30724

The gap between HOMO and LUMO comes out at 5.205 eV. The charge is -1. The highest occupied orbital energy is -2.04 eV.